# 1
Molecular formula: C3H4N2O3
Method: DFT, the ωB97M-V functional and the def2-TZVPD basis

Structure (XYZ):
```
12
Properties=species:S:1:pos:R:3:forces:R:3
C 0.35575 -1.49175 0.48097 0.5 -1.1 3.0
C -1.29387 0.09913 -0.13005 0.1 -2.2 1.7
C -0.61028 1.26936 -0.57027 -0.8 0.9 0.0
N 1.29340 1.12645 0.68833 1.3 0.2 0.5
N 0.70639 -2.01826 -0.57662 0.6 -0.5 -1.6
O -0.65840 -0.70532 0.88621 -0.8 2.0 -1.6
O -2.38784 -0.26507 -0.42441 -0.7 0.6 -1.0
O 0.42171 1.81787 -0.01746 2.3 0.3 0.3
H 0.81201 -1.78346 1.46895 0.2 0.1 -1.2
H -1.03333 2.07494 -1.13449 -1.0 -0.4 -0.6
H 2.11387 1.78697 0.83103 -1.5 -0.4 -0.2
H 0.28060 -1.91087 -1.50219 -0.2 0.5 0.8
```
Forces are in eV/Å.

ΔE to the lowest compared entry with this formula, charge and spin in kJ/mol: 569.90
Calculated total energy in Ha: -451.762682
Gap between HOMO and LUMO (spin up / spin down) in hartree: 0.3184 / 0.3191
LUMO energy (spin up / spin down) in eV: -1.4696 / -0.9872

# 2
Molecular formula: C3H4N2O3
Method: DFT, the ωB97M-V functional and the def2-TZVPD basis

Structure (XYZ):
```
12
Properties=species:S:1:pos:R:3:forces:R:3
O 2.52881 0.12988 -0.00512 -2.9 1.4 2.2
N 1.36331 0.78707 -0.80326 2.5 -1.6 0.4
C 0.28985 0.12550 -0.69094 -2.1 0.3 0.6
C -1.02935 0.37763 -1.18549 -2.8 0.2 -0.1
C -2.06735 -0.13808 -0.43831 1.9 2.2 -1.8
O -1.49322 -0.86349 0.49413 0.5 -2.2 1.7
N -0.04872 -0.72957 0.38206 0.3 0.1 3.6
O 0.17777 0.26690 1.48873 0.0 0.2 -3.1
H 2.26041 0.21551 1.03511 0.6 -0.1 -3.8
H -1.29129 1.13532 -1.79529 -0.2 2.2 -2.6
H -3.20022 0.11957 -0.40289 2.4 -0.9 -0.2
H 0.16312 -0.32954 2.17796 0.0 -1.9 3.0
```
Forces are in eV/Å.

SMILES: O/N=c1/ccon1O
ΔE to the lowest compared entry with this formula, charge and spin in kJ/mol: 785.93
Calculated total energy in Ha: -451.680403
Gap between HOMO and LUMO in hartree: 0.3315
LUMO energy in eV: -0.1766

# 3
Molecular formula: C3H4N2O3S
Method: DFT, the ωB97M-V functional and the def2-TZVPD basis

Structure (XYZ):
```
13
Properties=species:S:1:pos:R:3:forces:R:3
C -0.26260 0.07606 -0.34157 1.9 -5.8 1.9
C -2.47284 0.14047 0.62102 0.5 0.1 -0.3
C -1.47279 0.71367 -0.07076 -0.9 0.8 -0.2
N 0.21841 -1.72597 0.43880 -3.0 4.2 -0.7
N 0.87832 0.39751 -0.88668 0.0 0.0 0.5
O 3.33748 -0.44122 -0.94603 0.0 -0.2 -0.1
O 2.34098 0.21239 1.20465 -0.2 -0.4 -0.2
O 1.44754 -1.81786 -0.07660 1.7 0.6 -0.9
S 2.22775 -0.41122 -0.06801 0.1 0.5 -0.2
H -3.38450 0.67231 0.83620 -0.1 0.1 0.0
H -2.36220 -0.86670 0.98017 0.0 -0.2 0.1
H -1.57185 1.72577 -0.45562 -0.2 0.1 0.1
H 1.07629 1.32479 -1.23557 0.3 0.2 0.0
```
Forces are in eV/Å.

ΔE to the lowest compared entry with this formula, charge and spin in kJ/mol: 682.86
Calculated total energy in Ha: -849.882738
Gap between HOMO and LUMO (spin up / spin down) in hartree: 0.2820 / 0.2221
LUMO energy (spin up / spin down) in eV: -0.9887 / -1.4115

# 4
Molecular formula: C3H4N2O4
Method: DFT, the ωB97M-V functional and the def2-TZVPD basis

Structure (XYZ):
```
13
Properties=species:S:1:pos:R:3:forces:R:3
C -3.84357 0.22725 -0.37428 0.0 -0.2 0.0
C -0.52039 -1.20071 0.00560 -2.8 0.4 0.3
C 0.89948 0.64640 -0.13777 0.3 1.2 0.2
N -1.36627 -2.00461 0.23952 1.3 0.2 -0.1
N -2.14193 0.97326 0.18099 2.1 -0.3 0.7
O -4.88048 -0.25078 -0.69260 -0.1 0.0 0.0
O -3.08390 0.05955 0.75418 -0.8 -0.2 -0.2
O -2.98234 1.06217 -0.97722 -0.6 -0.3 -0.4
O 0.58868 -0.76060 -0.30666 0.7 -0.4 -0.3
H -0.03361 1.20872 -0.02010 0.2 -0.3 -0.1
H 1.45101 0.95042 -1.02556 -0.1 -0.2 0.1
H 1.52602 0.74336 0.74852 0.0 -0.1 -0.1
H -2.34377 -1.82518 0.47446 -0.1 0.3 0.0
```
Forces are in eV/Å.

ΔE to the lowest compared entry with this formula, charge and spin in kJ/mol: 717.07
Calculated total energy in Ha: -526.958187
Gap between HOMO and LUMO (spin up / spin down) in hartree: 0.2599 / 0.2599
LUMO energy (spin up / spin down) in eV: -0.4484 / -0.4491

# 5
Molecular formula: C3H4N2O4S
Method: DFT, the ωB97M-V functional and the def2-TZVPD basis

Structure (XYZ):
```
14
Properties=species:S:1:pos:R:3:forces:R:3
C -1.83978 1.10360 0.21491 -0.6 -0.5 -0.6
S -1.53744 -0.68738 0.25122 1.4 1.6 1.0
O -1.94912 -1.32509 -0.93476 -1.1 -0.6 -1.1
O -1.73541 -1.24441 1.54937 -0.3 0.0 0.1
C 0.25310 -0.51254 -0.00839 -1.8 -2.0 -0.2
N 0.97290 -1.46361 -0.43203 0.8 0.1 -0.4
N 2.24526 -0.86040 -0.49469 -1.9 -1.9 -0.4
C 2.20398 0.38564 -0.01835 1.7 0.6 0.4
O 3.12180 1.09778 0.26535 -0.7 0.6 -0.2
O 0.83265 0.63070 0.20071 1.8 1.8 0.8
H -2.82884 1.39844 -0.21384 0.6 -0.6 0.9
H -1.53850 1.56292 1.17482 -0.4 -0.3 -0.6
H -1.13699 1.32166 -0.57709 0.1 0.7 -0.1
H 2.93639 -1.40731 -0.97724 0.5 0.5 0.3
```
Forces are in eV/Å.

SMILES: CS(=O)(=O)c1n[nH]c(=O)o1
ΔE to the lowest compared entry with this formula, charge and spin in kJ/mol: 0.00
Calculated total energy in Ha: -925.319308
Gap between HOMO and LUMO in hartree: 0.3927
LUMO energy in eV: 0.4921

# 6
Molecular formula: C3H4N2O7
Method: DFT, the ωB97M-V functional and the def2-TZVPD basis

Structure (XYZ):
```
16
Properties=species:S:1:pos:R:3:forces:R:3
C 0.59681 -0.48439 -0.46055 -2.8 3.8 -1.1
C 0.22854 0.50459 0.69888 4.0 -1.3 -3.7
C -0.50344 -0.42412 -1.65126 -0.2 -3.3 2.2
N 1.03701 0.33092 1.92543 -0.7 1.4 -0.5
N -0.83491 1.43329 0.59219 -0.5 1.3 0.7
O 0.55928 0.81851 2.91808 0.4 -0.3 0.4
O -1.67979 1.10365 1.38313 -0.9 -0.5 0.7
O 2.09327 -0.23035 1.77247 0.0 -0.4 0.8
O -0.87302 2.40029 -0.11464 0.7 -0.2 -0.6
O 1.54994 0.49100 -0.65772 -2.4 -0.2 2.7
O 0.86924 -1.68939 -0.10823 -2.1 -3.1 -2.0
O -1.89508 -0.24677 -1.33436 0.5 -1.9 0.7
H -0.31556 -1.40380 -2.14303 -0.3 0.7 -0.1
H -0.14124 0.36679 -2.18986 0.3 2.0 -1.7
H 1.59565 -1.83319 0.41391 3.0 0.0 2.2
H -2.28669 -1.13703 -1.04443 1.0 2.0 -0.6
```
Forces are in eV/Å.

ΔE to the lowest compared entry with this formula, charge and spin in kJ/mol: 317.94
Calculated total energy in Ha: -752.559299
Gap between HOMO and LUMO in hartree: 0.3174
LUMO energy in eV: -1.9986

# 7
Molecular formula: C3H4N2OS
Method: DFT, the ωB97M-V functional and the def2-TZVPD basis

Structure (XYZ):
```
11
Properties=species:S:1:pos:R:3:forces:R:3
H -3.52748 -0.91234 0.00101 1.2 -0.2 0.0
N -2.48791 -1.02538 -0.00291 -0.8 1.1 0.0
C -1.93727 0.12306 0.00230 -0.4 -0.9 0.0
N -0.53711 0.27296 0.00037 0.3 0.3 0.0
C -0.04333 1.59761 0.00536 0.0 0.1 -0.1
O 1.10514 1.92502 -0.00501 -0.2 -0.2 0.0
C 0.26530 -0.87166 -0.00681 -0.4 -0.5 0.2
S 1.86671 -0.99834 0.00167 0.0 0.1 0.0
H -2.46398 1.08075 -0.00110 0.1 -0.1 0.0
H -0.86755 2.33779 0.01018 0.0 -0.2 0.0
H -0.38257 -1.76020 0.01603 0.3 0.4 -0.1
```
Forces are in eV/Å.

SMILES: [H]/N=C/N(C=O)C=S
ΔE to the lowest compared entry with this formula, charge and spin in kJ/mol: 120.92
Calculated total energy in Ha: -699.626075
Gap between HOMO and LUMO in hartree: 0.3034
LUMO energy in eV: -0.3671

# 8
Molecular formula: C3H4N2OS
Method: DFT, the ωB97M-V functional and the def2-TZVPD basis

Structure (XYZ):
```
11
Properties=species:S:1:pos:R:3:forces:R:3
N -2.75548 -0.56618 0.08380 -0.5 0.1 -0.2
C -1.44305 -0.23765 -0.00256 1.0 0.4 -0.1
C -0.29366 -0.97024 -0.00245 -0.2 0.6 0.1
C 0.79876 -0.03774 0.00602 0.0 -0.5 0.0
S 2.42113 -0.27039 0.00140 -0.3 0.1 0.0
O 0.26660 1.22085 -0.00148 0.1 0.1 0.0
N -1.12735 1.11619 -0.10457 -0.6 0.3 0.6
H -2.94384 -1.53880 -0.05403 -0.1 -0.3 0.0
H -3.39784 0.02296 -0.43468 0.2 0.0 0.2
H -0.18700 -2.03476 -0.00244 0.0 -0.2 0.0
H -1.53465 1.73371 0.62008 0.3 -0.5 -0.6
```
Forces are in eV/Å.

SMILES: Nc1cc(=S)o[nH]1
ΔE to the lowest compared entry with this formula, charge and spin in kJ/mol: 186.93
Calculated total energy in Ha: -699.600932
Gap between HOMO and LUMO in hartree: 0.3155
LUMO energy in eV: 0.4178

# 9
Molecular formula: C3H4N2OS
Method: DFT, the ωB97M-V functional and the def2-TZVPD basis

Structure (XYZ):
```
11
Properties=species:S:1:pos:R:3:forces:R:3
S 0.38677 -1.88622 -1.73394 -1.2 -0.7 -0.2
N -0.75103 -0.88314 -0.93061 1.4 1.2 0.1
C -0.25290 0.01797 -0.13925 -1.2 -1.8 0.1
C -1.14223 0.99671 0.48145 2.1 0.0 -0.2
N -0.55630 1.80008 1.25628 1.1 0.1 0.9
O 0.77168 1.43128 1.42842 0.4 -1.2 -1.1
C 1.07000 0.19711 0.58210 -2.1 0.5 1.9
H -0.56241 -2.67862 -2.39695 0.9 0.9 0.7
H -2.08091 1.27463 0.19745 -2.6 0.1 -0.8
H 1.23186 -0.64905 1.31870 0.0 0.8 -1.0
H 1.88547 0.37924 -0.06365 1.1 0.3 -0.4
```
Forces are in eV/Å.

SMILES: S/N=C1/C=NOC1
ΔE to the lowest compared entry with this formula, charge and spin in kJ/mol: 331.72
Calculated total energy in Ha: -699.545783
Gap between HOMO and LUMO in hartree: 0.3308
LUMO energy in eV: 0.0675

# 10
Molecular formula: C3H4N2OS
Method: DFT, the ωB97M-V functional and the def2-TZVPD basis

Structure (XYZ):
```
11
Properties=species:S:1:pos:R:3:forces:R:3
N 1.30004 -0.37129 -1.26760 0.0 -0.4 1.0
C 0.17043 -0.08659 -0.54440 -0.2 0.0 0.2
O -1.06942 -0.32659 -1.06926 1.2 -0.6 -1.0
C -1.91076 -0.11709 -0.05043 -1.5 0.1 -0.6
N -1.41405 0.28816 1.02896 1.5 0.1 0.7
C -0.02516 0.30375 0.72688 -0.1 0.6 1.0
S 1.19651 0.96056 1.78848 0.0 -0.7 0.5
H 1.29156 -0.12592 -2.21800 0.0 0.3 -1.2
H 2.17559 -0.17877 -0.79094 -0.4 0.1 -0.1
H -2.93952 -0.26808 -0.28514 -0.5 -0.1 0.0
H 1.22478 -0.07814 2.68143 0.1 0.5 -0.4
```
Forces are in eV/Å.

SMILES: Nc1ocnc1S
ΔE to the lowest compared entry with this formula, charge and spin in kJ/mol: 77.60
Calculated total energy in Ha: -699.642572
Gap between HOMO and LUMO in hartree: 0.3373
LUMO energy in eV: 0.7540